Entry from the Open Molecules 2025 dataset: a structure of composition C23H42BiN3O6PSi (ωB97M-V with the def2-TZVPD basis set).

Geometry as ORCA input:
```
! RIJCOSX wB97M-V def2-TZVPD def2/J DEFGRID3
* xyz 3 1
Bi 0.106 -0.330 0.037
C -0.549 0.274 3.640
O -0.512 0.879 2.346
C -0.490 2.305 2.393
C -0.649 2.812 0.973
O 0.240 2.165 0.050
C 1.562 2.716 -0.120
C 2.593 2.099 0.798
O 2.552 0.690 0.568
C 3.556 -0.032 1.288
H 0.337 0.543 4.217
H -0.589 -0.803 3.496
H -1.445 0.591 4.176
H 0.441 2.638 2.861
H -1.321 2.689 2.996
H -0.514 3.895 0.930
H -1.640 2.575 0.594
H 1.524 3.801 -0.011
H 1.826 2.484 -1.153
H 2.408 2.308 1.855
H 3.578 2.501 0.540
H 4.542 0.380 1.073
H 3.522 -1.064 0.944
H 3.370 0.017 2.363
C 2.597 -0.597 -2.048
Si 1.136 -0.208 -3.145
C 0.859 -1.674 -4.290
C 1.357 1.410 -4.027
N -0.242 -0.133 -1.999
C -1.578 0.076 -2.404
C -1.960 0.229 -3.739
C -3.290 0.402 -4.086
C -4.276 0.430 -3.111
C -3.927 0.294 -1.775
C -2.597 0.119 -1.453
O -2.164 0.039 -0.101
C -3.154 -0.258 0.890
C -3.788 0.793 1.523
C -4.757 0.504 2.474
C -5.072 -0.816 2.772
C -4.426 -1.851 2.112
C -3.457 -1.578 1.154
H 3.435 -0.892 -2.682
H 2.425 -1.448 -1.380
H 2.934 0.258 -1.462
H 1.362 -1.532 -5.246
H -0.196 -1.817 -4.525
H 1.300 -2.571 -3.843
H 2.395 1.527 -4.341
H 1.110 2.241 -3.364
H 0.742 1.511 -4.919
H -1.210 0.235 -4.514
H -3.555 0.526 -5.125
H -5.311 0.573 -3.380
H -4.683 0.332 -1.005
H -3.561 1.815 1.263
H -5.275 1.312 2.973
H -5.832 -1.034 3.508
H -4.687 -2.876 2.334
H -2.949 -2.366 0.620
N -1.352 -3.707 -2.820
C -0.785 -4.763 -1.931
P 0.138 -3.914 -0.568
O 1.575 -3.702 -0.894
O -0.760 -2.738 -0.264
C 0.203 -5.132 0.825
N 1.531 -5.823 0.731
H -0.608 -3.218 -3.357
H -1.813 -2.988 -2.241
H -2.028 -4.090 -3.492
H -0.158 -5.423 -2.527
H -1.624 -5.326 -1.523
H -0.606 -5.859 0.865
H 0.191 -4.560 1.753
H 2.137 -5.200 0.155
H 1.472 -6.741 0.279
H 1.963 -5.966 1.651
*
```

Properties
HOMO level: -15.77 eV
Orbital gap: 0.28124 Ha
Total energy: -64272.0712 eV

Löwdin population analysis, charges in e, atoms 1 to 8: Bi 2.102; C -0.049; O -0.359; C -0.163; C -0.129; O -0.276; C -0.119; C -0.159

Entry from the Open Molecules 2025 dataset: a cluster of 8 separate species, C23H42FN7O18 in total at a distorted geometry (ωB97M-V with the def2-TZVPD basis set).

Geometry as ORCA input:
```
! RIJCOSX wB97M-V def2-TZVPD def2/J DEFGRID3
* xyz 0 1
C 4.620 0.883 1.355
C 3.790 1.625 0.150
C 4.228 3.178 -0.214
C 3.545 4.110 -1.384
C 2.357 3.434 -2.295
C 1.912 1.897 -1.942
C 2.566 0.961 -0.735
C 2.082 -0.573 -0.434
C 0.732 -0.671 0.550
O 0.505 0.522 1.361
C -0.687 1.283 0.999
O -0.547 2.291 0.093
C -2.203 1.110 1.626
C -3.354 0.924 0.462
C -3.737 2.314 -0.339
C -3.147 2.169 -1.898
O -3.617 1.232 -2.765
O -2.081 3.056 -2.433
C -0.550 -1.249 -0.284
C -0.736 -0.614 -1.800
F -0.245 -2.712 -0.523
H 5.750 1.263 1.289
H 4.697 -0.299 1.233
H 4.219 1.133 2.427
H 5.086 3.670 0.425
H 3.833 5.228 -1.625
H 1.797 4.013 -3.153
H 1.045 1.410 -2.576
H 1.956 -1.223 -1.425
H 2.985 -1.096 0.148
H 1.019 -1.536 1.324
H -2.184 0.100 2.259
H -2.548 2.033 2.292
H -4.340 0.535 0.961
H -3.068 0.137 -0.375
H -3.145 3.217 0.126
H -4.896 2.522 -0.411
H -1.349 2.508 -2.875
H -1.568 -1.274 0.338
H 0.110 -0.912 -2.551
H -0.853 0.549 -1.824
H -1.770 -1.051 -2.208
C -3.619 -3.548 -1.853
N -4.251 -3.187 -0.555
O -5.298 -3.773 -0.254
O -3.679 -2.326 0.123
H -4.226 -4.313 -2.341
H -3.576 -2.643 -2.462
H -2.619 -3.930 -1.637
C -6.721 -0.093 -1.484
N -7.354 0.268 -0.186
O -8.400 -0.318 0.116
O -6.781 1.128 0.492
H -7.329 -0.859 -1.972
H -6.679 0.812 -2.093
H -5.721 -0.475 -1.268
C -8.152 -0.684 -5.961
N -7.806 -0.827 -4.521
O -7.539 0.207 -3.898
O -7.810 -1.973 -4.057
H -8.109 0.373 -6.232
H -7.423 -1.260 -6.534
H -9.163 -1.076 -6.097
C 3.410 -2.628 4.234
N 4.383 -2.745 3.114
O 4.550 -3.868 2.625
O 4.950 -1.706 2.759
H 2.988 -3.614 4.440
H 3.952 -2.251 5.104
H 2.628 -1.933 3.921
C -1.058 2.953 -6.728
N -0.155 2.496 -5.637
O 1.062 2.582 -5.837
O -0.694 2.065 -4.611
H -0.451 3.306 -7.564
H -1.670 2.100 -7.027
H -1.673 3.763 -6.329
C 8.614 -2.017 3.709
N 7.982 -1.656 5.007
O 6.935 -2.241 5.309
O 8.554 -0.795 5.686
H 8.006 -2.782 3.221
H 8.657 -1.111 3.100
H 9.614 -2.398 3.925
C 6.088 -0.352 8.412
N 5.062 -1.219 7.771
O 4.833 -2.312 8.302
O 4.517 -0.777 6.753
H 6.483 -0.864 9.293
H 6.879 -0.181 7.679
H 5.600 0.582 8.696
*
```

Properties
HOMO level: -7.83 eV
Orbital gap: 0.27002 Ha
Total energy: -74501.4274 eV

Löwdin population analysis, charges in e, atoms 1 to 8: C -0.120; C -0.129; C -0.042; C -0.074; C -0.063; C -0.013; C -0.085; C -0.093